No. 1
# C4H7OP

C4H7OP in the gas phase (ωB97M-V/def2-TZVPD, OMol25).

Element x y z (Å)
P1 -1.3510 0.1424 -0.2641
O1 -2.6989 0.2826 0.3092
C1 0.1994 1.5454 0.1129
C2 1.3041 0.5109 -0.0012
C3 -0.3675 -1.3594 0.1210
C4 1.0324 -0.7899 0.1510
H1 -0.5687 -1.6637 1.1731
H2 0.2607 2.3296 -0.5138
H3 1.6813 -1.6294 0.2601
H4 -1.3966 0.1782 -1.6241
H5 0.2070 1.9285 1.0718
H6 -0.6948 -2.1400 -0.7635
H7 2.3926 0.6649 -0.0322

F_max (eV/A): 5.90
SMILES: O=[PH]1CC=CC1
E_tot (eV): -15596.235
Total charge: 0

No. 2
# C4H7OS

A gas-phase ion, C4H7OS (charge +1) (ωB97M-V/def2-TZVPD, OMol25).

Element x y z (Å)
S1 3.0500 0.2834 0.0816
O1 1.3673 0.0046 0.0733
C1 -1.5189 0.0066 0.1230
C2 -0.7052 -1.1024 0.0678
C3 -1.0808 1.3885 -0.0541
C4 0.6826 -1.0886 -0.0284
H1 -0.6361 1.5229 -1.0190
H2 1.0999 -2.0022 -0.1507
H3 -1.0486 -2.0594 0.1590
H4 -1.7443 2.0964 0.3346
H5 3.4268 -0.7561 -0.6740
H6 -0.2753 1.7036 0.7184
H7 -2.6173 0.0029 0.3684

F_max (eV/A): 3.68
E_tot (eV): -17133.928
Total charge: +1

No. 3
# C4H7P

C4H7P in the gas phase (ωB97M-V/def2-TZVPD, OMol25).

Element x y z (Å)
P1 0.7482 0.2531 2.3207
C1 1.0819 0.2021 0.6405
C2 -0.3765 -1.1737 -0.7297
C3 -1.1548 1.2803 -0.7344
C4 -0.1799 0.3040 -0.5686
H1 1.8569 -0.4142 3.0831
H2 -1.0865 2.0756 -0.0487
H3 -0.2175 -1.0965 -1.8831
H4 -1.3156 -1.4345 -0.2935
H5 2.0675 0.3215 0.1670
H6 -1.9911 1.2662 -1.4174
H7 0.5674 -1.5842 -0.5358

F_max (eV/A): 5.82
2S+1: 3
E_tot (eV): -13543.174
Total charge: 0
<S²>: 2.01

No. 4
# C4H7P3

2 unconnected molecules or ions with the total composition C4H7P3 (ωB97M-V/def2-TZVPD, OMol25).

Element x y z (Å)
P1 -1.2605 -0.7721 -0.4719
P2 -4.1787 -0.1727 -0.2537
P3 -3.0482 1.6815 0.1165
C1 -1.5066 0.9238 -0.0509
C2 0.0190 -1.2873 0.8126
C3 1.4243 2.1985 -0.5797
C4 -2.9548 -1.3777 -0.1922
H1 1.4091 3.2677 -0.5202
H2 0.8563 -0.5884 0.8702
H3 0.3746 -2.2491 0.5540
H4 0.7140 1.8326 -1.2702
H5 -0.4648 -1.3707 1.8235
H6 1.8718 1.6348 0.1761
H7 -3.3063 -2.4874 -0.3830

F_max (eV/A): 2.71
2S+1: 3
E_tot (eV): -32121.601
Total charge: 0
<S²>: 2.03

No. 5
# C4H8

C4H8 in the gas phase (ωB97M-V/def2-TZVPD, OMol25).

Element x y z (Å)
C1 0.0418 -1.0959 -0.4786
C2 -1.1020 -0.0805 0.1191
C3 -0.0595 0.8887 0.5258
C4 1.0165 0.2025 -0.2461
H1 0.2395 -1.3523 -1.6239
H2 -1.7221 0.4051 -0.4794
H3 -0.4170 1.8698 0.2183
H4 1.2441 0.7841 -1.1197
H5 0.4890 -1.9783 0.1044
H6 1.6974 -0.1744 0.4615
H7 -1.6398 -0.5465 0.9558
H8 0.2120 1.0778 1.5627

F_max (eV/A): 6.35
SMILES: C1CCC1
E_tot (eV): -4275.210
Total charge: 0

No. 6
# C4H8

C4H8 in the gas phase (ωB97M-V/def2-TZVPD, OMol25).

Element x y z (Å)
C1 -1.3029 0.4081 0.4314
C2 0.7126 -0.2329 -1.0002
C3 1.3543 0.0358 0.2960
C4 0.0274 0.7998 -0.1762
H1 1.2305 -0.0253 -1.9276
H2 0.5895 1.6053 0.2622
H3 2.2832 0.6188 0.2278
H4 1.2627 -0.5950 1.1636
H5 -2.1208 0.3863 -0.3047
H6 0.1818 -1.1826 -0.9885
H7 -1.6080 1.1034 1.2175
H8 -1.2389 -0.6040 0.8551

F_max (eV/A): 2.65
SMILES: CC1CC1
E_tot (eV): -4275.410
Total charge: 0

No. 7
# C4H8

C4H8 in the gas phase (ωB97M-V/def2-TZVPD, OMol25).

Element x y z (Å)
C1 1.1178 -0.4207 0.5338
C2 0.6663 0.9580 0.0481
C3 -0.6029 0.3822 0.5732
C4 -1.4054 -0.2892 -0.5267
H1 0.7737 1.0847 -1.0367
H2 -2.0135 -1.1274 -0.1643
H3 1.8659 -0.3968 1.3309
H4 1.1004 1.7968 0.5990
H5 1.3061 -1.1519 -0.2554
H6 -0.8576 -0.5996 -1.4374
H7 -2.1114 0.4984 -0.8373
H8 0.1605 -0.7345 1.1729

F_max (eV/A): 0.41
E_tot (eV): -4273.889
Total charge: 0

No. 8
# C4H8

C4H8 in the gas phase (ωB97M-V/def2-TZVPD, OMol25).

Element x y z (Å)
C1 0.5603 0.6398 0.1479
C2 -0.7340 -0.0684 0.4625
C3 -1.7658 -0.1056 -0.2979
C4 1.6394 -0.3924 -0.2030
H1 1.6603 -1.2654 0.5400
H2 -1.8562 0.5086 -1.2370
H3 -0.7442 -0.6615 1.4039
H4 0.9299 1.2551 0.9508
H5 0.3844 1.2608 -0.7348
H6 2.6178 0.0475 -0.3421
H7 -2.5505 -0.8238 -0.0535
H8 1.3596 -0.7613 -1.1844

F_max (eV/A): 3.59
SMILES: C=CCC
E_tot (eV): -4276.774
Total charge: 0

No. 9
# C4H8

C4H8 in the gas phase (ωB97M-V/def2-TZVPD, OMol25).

Element x y z (Å)
C1 -2.1070 0.0231 -0.1582
C2 0.3981 0.4891 0.3144
C3 1.6574 -0.2286 -0.2156
C4 -0.8743 -0.4006 0.2872
H1 -0.6930 -1.4114 0.6960
H2 2.1267 -0.9940 0.4504
H3 2.4847 0.4763 -0.3300
H4 -3.0313 -0.5520 -0.1515
H5 -2.2206 0.9882 -0.7140
H6 1.4312 -0.6985 -1.2197
H7 0.6327 0.9217 1.3189
H8 0.1954 1.3866 -0.2779

F_max (eV/A): 2.14
SMILES: C=CCC
E_tot (eV): -4276.676
Total charge: 0

No. 10
# C4H8B2

C4H8B2 in the gas phase (ωB97M-V/def2-TZVPD, OMol25).

Element x y z (Å)
C1 -0.7098 0.5692 -0.5296
C2 0.0126 1.4921 0.4747
C3 0.8038 0.2582 0.2261
C4 0.4884 0.2488 -1.2422
B1 1.1455 -1.0574 0.9420
B2 -1.6960 -0.4790 0.0148
H1 0.3979 2.3687 -0.0088
H2 -2.0625 -1.3354 -0.7529
H3 0.9495 0.8780 -2.0172
H4 1.6824 -1.2021 1.9848
H5 0.4663 -0.8214 -1.6916
H6 -0.5211 1.6433 1.3507
H7 1.2142 -1.9893 0.1333
H8 -2.1711 -0.5737 1.1161

F_max (eV/A): 5.29
SMILES: B[C@]12C[C@@]1(B)C2
E_tot (eV): -5626.326
Total charge: 0

No. 11
# C4H8B2F8LiO

A molecular structure, C4H8B2F8LiO (ωB97M-V/def2-TZVPD, OMol25).

Element x y z (Å)
F1 0.5043 -0.1914 2.7558
F2 1.7719 -1.6208 1.7040
F3 1.6875 1.0531 -1.8348
F4 2.8564 0.5252 -0.0215
F5 1.8947 -1.6092 3.9439
F6 3.3911 -0.4388 -1.8273
F7 1.3975 -1.0210 -0.7874
F8 2.6466 0.1447 2.7258
O1 -0.6833 0.8412 0.2164
C1 -1.6084 0.4477 -1.7307
C2 -1.1484 1.5457 -0.8511
C3 -1.5046 -0.3139 0.4254
C4 -2.2685 -0.5102 -0.8006
B1 2.2996 -0.0183 -1.0792
B2 1.6991 -0.8571 2.8189
Li1 1.1136 0.1006 0.8812
H1 -0.8265 -1.1382 0.6465
H2 -0.7523 -0.0336 -2.2036
H3 -2.1996 -1.5263 -1.1891
H4 -3.3018 -0.2201 -0.6105
H5 -2.0376 2.1423 -0.6476
H6 -2.3005 0.7869 -2.5014
H7 -2.2062 -0.3192 1.2596
H8 -0.4246 2.2308 -1.2926

F_max (eV/A): 4.49
E_tot (eV): -29639.667
Total charge: -1

No. 12
# C4H8BCeF3O2

A molecular structure, C4H8BCeF3O2 (ωB97M-V/def2-TZVPD, OMol25).

Element x y z (Å)
Ce1 1.5481 0.4112 -2.9993
F1 -1.4734 1.7063 0.8437
F2 -3.0490 1.0243 -0.9231
F3 -3.3519 0.3634 1.4416
O1 -0.8037 -0.9694 -1.0948
O2 1.1094 0.6074 2.0551
C1 0.6575 -1.1476 -0.8279
C2 -2.3601 0.5977 0.3261
C3 -1.5355 -0.8277 0.1735
C4 1.2553 0.4106 -0.7217
B1 1.9190 0.5072 0.8044
H1 1.6274 1.1287 2.7573
H2 1.2300 -1.6558 -1.7164
H3 -0.8712 -0.9251 1.1400
H4 -2.3322 -1.7160 0.2029
H5 2.0511 0.5711 -1.5647
H6 3.1152 0.4891 0.8319
H7 0.8798 -1.7600 0.1457
H8 0.3844 1.1846 -0.8744

F_max (eV/A): 10.97
2S+1: 2
E_tot (eV): -30088.286
Total charge: +3
<S²>: 0.75

No. 13
# C4H8Br2Si

A molecular structure, C4H8Br2Si (ωB97M-V/def2-TZVPD, OMol25).

Element x y z (Å)
Br1 -2.3629 1.9864 0.5252
Br2 -3.4578 -0.9389 0.0263
Si1 -0.3163 -0.7392 0.6584
C1 -1.9335 0.1727 0.6072
C2 0.1166 -0.7234 -1.1798
C3 1.0227 0.2846 -1.7044
C4 0.7856 0.3207 1.7438
H1 0.3702 1.1218 2.1949
H2 2.1222 -0.0291 -1.6019
H3 0.8852 0.2460 -2.7886
H4 -0.4516 -1.1574 -1.9170
H5 -0.4341 -2.2510 1.1473
H6 0.8611 1.2904 -1.3575
H7 1.6324 0.6621 1.1322
H8 1.1602 -0.2456 2.5139

F_max (eV/A): 3.88
E_tot (eV): -152236.843
Total charge: 0

No. 14
# C4H8Br2Si

C4H8Br2Si in the gas phase (ωB97M-V/def2-TZVPD, OMol25).

Element x y z (Å)
Br1 1.5671 1.7397 1.1496
Br2 0.5646 -3.4324 2.4077
Si1 0.1135 0.5574 -0.0056
C1 0.1038 -1.1217 0.6572
C2 -1.8543 1.0722 0.0097
C3 0.8962 -1.6576 1.5663
C4 0.8778 0.6271 -1.7332
H1 -2.2665 1.1672 1.0066
H2 1.8215 -1.2875 1.8554
H3 0.4813 1.4106 -2.4081
H4 1.0218 -0.3663 -2.3327
H5 -2.2068 1.9337 -0.5255
H6 -0.6758 -1.8032 0.2212
H7 1.8551 0.9721 -1.4591
H8 -2.2992 0.1888 -0.4093

F_max (eV/A): 2.82
SMILES: C[Si](C)(Br)/C=C/Br
E_tot (eV): -152241.066
Total charge: 0

No. 15
# C4H8Br2Si

C4H8Br2Si in the gas phase (ωB97M-V/def2-TZVPD, OMol25).

Element x y z (Å)
Br1 -4.4118 -1.2424 0.1812
Br2 -3.4786 1.7275 -0.7380
Si1 -1.2928 -0.8615 0.0927
C1 0.3766 -0.0007 0.5176
C2 0.3190 1.4610 0.8150
C3 -3.1718 0.3042 0.3888
C4 1.5056 -0.6028 0.2060
H1 1.2982 2.0567 0.6303
H2 1.7096 -1.6449 -0.0363
H3 -1.8122 -1.6645 1.2423
H4 -0.3907 1.8861 0.0861
H5 0.1369 1.9454 1.7785
H6 -3.2479 0.5862 1.5077
H7 2.4448 -0.1302 0.3980
H8 -1.4851 -1.2727 -1.3097

F_max (eV/A): 4.20
SMILES: C=C(C)[SiH2]C(Br)Br
E_tot (eV): -152237.828
Total charge: 0